7
Properties=species:S:1:pos:R:3:forces:R:3:nbo_charge:R:1 method="wB97M-V/def2-TZVPD" energy_ev=-28179.645 lumo_energy_ev=-1.37 orbital_gap_ha=0.30860 charge=0 homo_energy_ha=-0.35887 relative_energy_kcal_mol=20.6
C 0.032 -0.578 -0.330 0.34 1.22 -0.63 0.172
C 0.031 0.625 0.658 -1.11 -0.30 0.57 -0.310
H 0.825 -0.151 -0.838 1.24 0.08 -2.86 0.172
H -0.795 0.565 1.342 -0.23 0.28 0.78 0.194
F 0.483 -1.831 -0.021 -1.22 0.50 0.88 -0.316
S 0.955 1.961 0.545 -0.69 -1.67 -0.12 0.155
Cl -1.530 -0.592 -1.356 1.67 -0.11 1.38 -0.068

***

80
Properties=species:S:1:pos:R:3:forces:R:3:mulliken_charge:R:1 method="wB97M-V/def2-TZVPD" energy_ev=-45751.587 lumo_energy_ev=0.52 orbital_gap_ha=0.30395 charge=0 homo_energy_ha=-0.28472 relative_energy_kcal_mol=17.0
N 5.530 -15.852 7.988 2.18 0.49 0.03 0.188
C 4.217 -16.074 7.846 -1.11 -0.43 -0.10 -0.829
C 3.661 -14.931 7.322 -0.69 0.48 -0.27 -0.261
C 4.698 -13.975 7.099 0.09 -1.05 0.62 -0.876
C 5.859 -14.603 7.537 -0.10 0.79 -0.51 -0.187
H 6.297 -16.420 8.361 -0.81 -0.21 -0.18 0.318
H 3.775 -17.045 8.050 0.08 0.40 0.16 0.424
H 2.601 -14.753 7.121 0.47 -0.27 0.04 0.413
H 4.537 -12.992 6.686 0.33 -0.03 0.04 0.465
H 6.909 -14.309 7.486 -0.54 -0.04 0.20 0.340
N 5.888 -16.126 13.459 0.38 0.81 0.31 0.366
C 7.068 -15.560 13.859 0.77 -0.72 0.20 -0.505
C 7.961 -16.597 14.066 -0.17 -0.10 -0.24 -0.388
C 7.291 -17.846 13.776 -0.05 1.21 -0.13 -0.771
C 6.014 -17.480 13.392 0.04 -0.13 0.42 -0.308
H 5.038 -15.587 13.364 0.03 -0.35 -0.33 0.144
H 7.263 -14.492 13.959 -0.50 -0.36 -0.09 0.300
H 8.995 -16.448 14.336 -0.04 -0.15 0.06 0.407
H 7.715 -18.843 13.803 -0.17 0.22 0.03 0.397
H 5.153 -18.046 13.116 -0.22 -0.39 -0.14 0.318
N 0.847 -12.520 12.612 -0.16 -0.08 -0.33 0.246
C 1.551 -12.118 13.720 0.16 0.90 -1.73 -0.602
C 1.020 -12.690 14.807 -0.61 -1.01 0.98 -0.491
C -0.063 -13.546 14.379 0.69 0.37 -0.92 -0.683
C -0.138 -13.417 12.981 0.97 0.94 1.25 -0.722
H 0.937 -12.118 11.664 0.10 -0.44 0.85 0.260
H 2.357 -11.415 13.609 0.06 0.06 0.03 0.662
H 1.413 -12.520 15.804 -0.32 -0.26 -0.09 0.425
H -0.595 -14.187 15.062 -0.33 -0.04 -0.30 0.440
H -0.741 -13.768 12.172 -0.52 -0.51 0.18 0.436
N 7.883 -16.759 10.731 0.97 1.12 -0.11 0.143
C 7.932 -17.615 9.669 0.20 1.48 0.24 -0.552
C 8.510 -16.940 8.619 0.37 -0.21 -0.45 -0.910
C 8.846 -15.619 9.082 0.55 -0.83 0.35 -0.393
C 8.526 -15.555 10.416 -0.91 -0.87 0.40 -0.348
H 7.523 -16.983 11.644 0.00 -0.12 0.19 0.512
H 7.588 -18.605 9.795 -0.35 -0.83 -0.15 0.450
H 8.776 -17.407 7.660 -0.29 0.50 0.49 0.328
H 9.456 -14.903 8.569 -0.06 0.24 -0.27 0.523
H 8.728 -14.808 11.201 -0.39 -0.51 -0.69 0.293
N 2.029 -16.982 12.737 -0.90 3.13 1.45 0.186
C 2.392 -18.024 12.005 -0.45 -2.16 0.80 -0.636
C 3.330 -17.631 11.120 0.94 0.69 -1.37 -1.151
C 3.508 -16.211 11.281 -0.01 0.20 0.41 0.609
C 2.675 -15.830 12.314 0.25 -1.41 -0.75 -0.994
H 1.309 -16.901 13.449 0.28 -0.53 -0.35 0.253
H 2.012 -18.993 12.333 0.23 0.19 -0.66 0.371
H 3.803 -18.273 10.387 0.04 0.15 0.18 0.411
H 4.192 -15.511 10.788 -0.35 -0.65 -0.06 0.660
H 2.446 -14.875 12.721 -0.16 0.49 0.34 0.385
N 2.075 -9.583 10.734 -0.12 0.39 0.66 0.071
C 3.131 -10.412 10.553 1.58 0.96 1.26 -0.977
C 2.725 -11.443 9.793 0.73 -1.57 -0.60 0.352
C 1.375 -11.266 9.494 -0.69 0.78 0.68 -1.172
C 0.991 -10.113 10.149 -1.33 0.06 -1.02 -0.375
H 1.999 -8.814 11.373 0.36 0.12 0.01 0.244
H 4.064 -10.189 11.065 -0.16 -0.27 -0.33 0.442
H 3.292 -12.317 9.513 0.25 0.15 -0.07 0.591
H 0.774 -11.926 8.932 -0.58 -0.39 -0.51 0.461
H 0.068 -9.552 10.181 -0.07 -0.31 -0.10 0.371
N 9.568 -9.676 12.127 -1.48 2.88 -0.55 0.040
C 10.170 -9.958 13.296 1.20 -0.89 -0.13 -0.687
C 10.517 -11.281 13.142 0.95 -1.63 1.57 -0.309
C 10.042 -11.810 11.920 0.45 0.58 0.14 -0.295
C 9.461 -10.736 11.308 -0.31 -0.26 -0.91 -0.746
H 9.150 -8.754 11.962 0.28 -0.86 -0.19 0.221
H 10.497 -9.162 13.972 -0.40 -0.64 -0.16 0.411
H 11.089 -11.932 13.802 -0.15 0.58 0.20 0.381
H 10.202 -12.810 11.535 -0.13 0.25 0.08 0.568
H 8.940 -10.658 10.376 -0.08 0.08 -0.27 0.423
N 6.974 -12.092 12.533 -1.55 -0.26 0.65 0.551
C 6.336 -11.862 13.734 0.57 0.42 -0.22 -1.087
C 5.055 -12.328 13.618 -0.82 -0.57 0.02 -0.833
C 4.898 -12.882 12.308 0.63 0.06 0.46 0.571
C 6.103 -12.717 11.678 0.48 -0.04 0.37 -1.356
H 7.925 -11.877 12.325 0.48 0.10 -0.04 0.287
H 6.869 -11.331 14.522 -0.32 -0.29 -0.15 0.396
H 4.258 -12.405 14.356 0.51 0.35 0.02 0.481
H 4.043 -13.423 11.944 -0.10 0.15 -0.15 0.245
H 6.501 -13.102 10.770 -0.13 -0.12 -0.74 0.666

***

9
Properties=species:S:1:pos:R:3:forces:R:3:nbo_charge:R:1 method="wB97M-V/def2-TZVPD" energy_ev=-5689.903 lumo_energy_ev=1.25 orbital_gap_ha=0.40192 charge=0 homo_energy_ha=-0.35596 relative_energy_kcal_mol=76.7
C 0.283 0.011 -1.503 0.62 0.12 -1.23 -0.260
C -0.304 0.035 1.842 -3.67 -2.04 0.14 -0.156
H 0.600 0.955 -1.999 0.17 -0.94 -0.17 0.185
H -0.798 -0.006 -1.567 -0.13 -0.37 -0.26 0.201
H 0.760 -0.940 -1.908 -0.61 1.33 0.20 0.180
H 0.615 0.229 2.331 0.77 0.41 0.36 0.189
H -1.287 -0.346 2.368 2.32 1.20 -0.44 0.198
N -0.496 -0.111 0.596 0.60 0.35 0.47 -0.129
O 0.627 0.172 -0.159 -0.06 -0.05 0.93 -0.407

***

60
Properties=species:S:1:pos:R:3:forces:R:3:mulliken_spin:R:1 method="wB97M-V/def2-TZVPD" energy_ev=-95742.714 lumo_energy_ev="0.36 / 0.23" orbital_gap_ha="0.29059 / 0.29776" charge=0 homo_energy_ha="-0.27725 / -0.28935" multiplicity=2 relative_energy_kcal_mol=0.0
Co 0.276 -1.198 1.550 0.46 -0.04 0.34 1.018
S -3.004 -4.106 1.283 0.04 0.03 -0.02 0.002
C -1.616 -4.955 0.757 -0.03 0.02 0.01 -0.007
C -0.497 -4.174 0.765 -0.01 0.00 0.02 0.019
C -0.725 -2.834 1.208 -0.25 0.19 -0.20 -0.110
C -2.059 -2.683 1.515 0.20 0.01 -0.04 0.014
C -2.523 -1.380 1.948 -0.04 -0.08 -0.05 -0.007
C -3.838 -1.027 2.226 0.00 0.04 0.00 0.002
C -4.121 0.273 2.600 0.07 0.00 0.00 0.002
C -3.083 1.189 2.693 -0.04 -0.05 -0.02 0.000
C -1.799 0.765 2.404 0.03 0.14 0.01 0.004
N -1.515 -0.484 2.035 -0.17 0.03 0.08 0.029
H -1.698 -5.989 0.465 0.00 -0.04 0.00 0.000
H 0.458 -4.576 0.450 0.02 -0.01 -0.03 0.001
H -4.621 -1.769 2.139 0.00 -0.01 0.00 0.000
H -5.138 0.570 2.820 -0.02 0.00 0.00 0.000
H -3.248 2.215 2.987 -0.02 0.01 0.00 -0.001
H -0.971 1.455 2.486 -0.04 -0.04 0.02 -0.003
O 1.028 2.199 3.446 -0.05 0.02 0.03 -0.001
C 1.336 1.441 2.539 0.20 0.21 -0.13 -0.001
O 1.317 0.159 2.600 -0.19 -0.33 -0.21 -0.004
C 1.879 2.070 1.252 -0.01 0.06 0.04 0.008
C 2.643 3.222 1.434 0.01 0.00 0.01 -0.001
C 3.248 3.864 0.368 0.00 -0.01 0.00 0.002
C 3.078 3.370 -0.918 -0.01 -0.03 0.03 -0.001
C 2.294 2.247 -1.118 0.02 0.04 -0.10 -0.004
C 1.687 1.587 -0.049 0.02 -0.07 0.01 0.002
P 0.569 0.183 -0.388 -0.13 -0.12 0.05 -0.001
C 1.172 -0.451 -1.989 -0.09 0.03 -0.10 -0.003
C 2.233 -1.355 -1.976 0.06 -0.02 0.06 0.008
C 2.731 -1.870 -3.162 -0.03 0.02 -0.01 -0.002
C 2.167 -1.499 -4.374 0.02 -0.01 -0.01 0.004
C 1.109 -0.602 -4.396 0.02 -0.01 -0.02 -0.002
C 0.617 -0.076 -3.210 -0.05 -0.05 0.03 0.005
C -1.002 1.007 -0.831 0.05 0.00 0.00 0.006
C -2.098 0.178 -1.075 0.03 -0.06 0.04 0.006
C -3.341 0.717 -1.351 -0.04 -0.01 0.00 -0.001
C -3.512 2.096 -1.373 0.01 0.04 0.00 0.003
C -2.430 2.928 -1.128 -0.01 -0.03 -0.01 -0.002
C -1.178 2.386 -0.861 -0.01 -0.02 0.03 0.006
H 2.744 3.600 2.442 0.02 0.01 0.01 0.000
H 3.850 4.746 0.539 0.00 0.01 0.00 0.000
H 3.545 3.858 -1.763 0.01 0.02 -0.02 0.000
H 2.146 1.877 -2.126 0.01 0.02 0.05 0.001
H 2.695 -1.621 -1.031 -0.03 0.03 -0.08 0.003
H 3.561 -2.564 -3.138 0.02 -0.01 -0.01 0.000
H 2.552 -1.906 -5.300 0.00 -0.01 -0.02 0.000
H 0.666 -0.308 -5.338 0.00 0.01 -0.02 0.000
H -0.208 0.624 -3.238 -0.02 0.01 0.00 0.001
H -1.975 -0.900 -1.031 0.01 -0.01 0.01 0.000
H -4.183 0.062 -1.536 -0.01 -0.01 0.00 0.000
H -4.488 2.518 -1.575 0.00 0.01 -0.01 0.000
H -2.556 4.002 -1.141 -0.01 0.02 0.00 0.000
H -0.344 3.047 -0.663 0.04 0.01 0.00 0.001
N 3.193 -1.523 1.191 -0.11 -0.01 0.24 0.002
N 1.988 -2.252 1.479 0.05 -0.09 0.08 -0.002
H 3.990 -2.021 1.579 -0.03 0.09 0.00 -0.001
H 3.083 -0.642 1.689 0.02 -0.01 -0.05 0.000
H 2.028 -2.694 2.397 0.02 -0.01 -0.07 0.001
H 1.892 -2.993 0.793 -0.02 0.09 0.00 0.004

***

17
Properties=species:S:1:pos:R:3:forces:R:3:nbo_charge:R:1 method="wB97M-V/def2-TZVPD" energy_ev=-19690.126 lumo_energy_ev=1.82 orbital_gap_ha=0.20813 charge=-1 homo_energy_ha=-0.14126 relative_energy_kcal_mol=91.1
C 0.733 -0.556 -0.173 -0.18 -0.85 0.87 -0.204
C 2.217 0.041 -0.517 -3.24 1.99 1.26 -0.625
S 3.556 -0.767 0.225 -0.98 -0.60 3.65 0.007
N -0.479 -0.162 -0.972 0.93 -0.93 0.77 -0.718
C -1.824 -0.846 -0.403 1.16 3.63 0.57 0.132
O -2.141 -0.382 0.830 0.05 -0.93 -0.45 -0.879
H 0.673 -0.156 0.934 -0.15 -1.04 -1.35 0.169
H 0.794 -1.735 -0.147 -0.15 2.26 0.00 0.178
H 2.411 0.143 -1.583 -0.11 0.23 -0.04 0.233
H 2.139 1.021 0.104 0.38 -0.95 -2.11 0.210
H 2.493 -0.539 2.013 1.83 -0.60 -2.96 0.052
H -0.680 0.843 -0.850 0.29 -0.54 0.13 0.381
H -1.661 -1.871 -0.410 0.42 -2.26 -0.37 0.116
H -2.530 -0.507 -1.177 -0.12 -0.33 -0.20 0.108
H -1.580 2.570 1.077 -1.01 -1.89 -1.29 0.440
H -2.090 0.942 0.639 0.04 -0.63 1.09 0.483
O -2.031 1.959 0.411 0.85 3.44 0.43 -1.084

***

18
Properties=species:S:1:pos:R:3:forces:R:3:nbo_charge:R:1 method="wB97M-V/def2-TZVPD" energy_ev=-7888.786 lumo_energy_ev=0.96 orbital_gap_ha=0.40288 charge=0 homo_energy_ha=-0.36771 relative_energy_kcal_mol=40.3
C 2.176 0.094 -0.360 0.05 0.03 -0.05 -0.605
C 0.902 -0.560 0.154 -0.01 0.02 0.02 -0.451
C -0.357 0.253 -0.010 0.05 0.20 -0.12 0.059
C -1.506 -0.227 0.859 -0.06 0.00 -0.01 -0.546
C -0.508 1.313 -0.798 0.06 -0.11 0.11 -0.407
C -1.242 0.273 2.214 0.27 0.37 0.97 0.290
N -0.928 0.716 3.235 -0.41 -0.49 -0.91 -0.326
H 2.105 0.325 -1.428 0.04 -0.04 0.14 0.204
H 3.031 -0.574 -0.219 -0.11 0.10 -0.02 0.217
H 2.375 1.024 0.181 -0.01 -0.11 -0.10 0.215
H 1.020 -0.806 1.219 -0.03 0.06 -0.13 0.220
H 0.739 -1.524 -0.353 0.01 0.13 0.07 0.217
H -1.559 -1.323 0.883 0.04 0.19 0.00 0.252
H -2.473 0.145 0.506 0.17 0.01 0.08 0.256
H -1.425 -1.680 -1.857 -0.03 -0.06 -0.12 -0.017
H -1.469 1.817 -0.879 0.15 -0.05 0.06 0.202
H 0.308 1.716 -1.389 -0.09 -0.10 0.07 0.208
H -1.189 -0.982 -1.958 -0.08 -0.17 -0.04 0.012

***

49
Properties=species:S:1:pos:R:3:forces:R:3:mulliken_spin:R:1 method="wB97M-V/def2-TZVPD" energy_ev=-61906.991 lumo_energy_ev="-0.19 / -2.96" orbital_gap_ha="0.19170 / 0.24292" charge=0 homo_energy_ha="-0.19853 / -0.35158" multiplicity=5 relative_energy_kcal_mol=0.0
C 0.978 -1.178 -3.434 -0.82 -0.10 0.61 0.010
C 0.947 -0.798 -2.088 -0.03 -0.79 -0.45 -0.014
N -0.177 -0.814 -1.338 0.35 -0.30 -2.77 0.135
C -1.349 -1.137 -1.915 0.75 0.44 -0.57 -0.036
C -1.386 -1.480 -3.252 -0.23 -0.12 -0.43 0.004
C -0.230 -1.527 -4.031 0.33 0.24 0.72 -0.012
C 2.219 -0.297 -1.494 0.30 -0.76 1.34 0.007
P 2.109 -0.288 0.360 1.98 0.48 -1.54 -0.068
Rh -0.058 -0.241 0.696 1.04 1.15 6.42 1.635
P -2.248 -0.145 0.494 -2.25 -0.25 -0.55 0.169
C -2.607 -1.000 -1.112 -0.03 -0.01 0.62 0.020
O 2.192 2.444 -2.304 0.38 0.47 -1.49 -0.002
O -0.377 2.263 -1.801 -0.28 0.95 -0.70 0.009
H 1.945 -1.194 -3.922 -0.25 0.01 -0.23 0.002
H -2.366 -1.675 -3.668 0.07 -0.14 -0.24 0.004
H -0.250 -1.804 -5.068 -0.19 -0.11 -0.27 -0.001
C 2.968 -1.764 0.917 -0.10 0.19 0.79 0.051
C 3.000 1.180 0.974 0.19 -0.32 -0.08 0.026
H -3.363 -0.436 -1.663 0.07 -0.07 -0.08 0.003
H -3.024 -1.990 -0.905 0.01 0.02 0.07 0.002
H 2.293 0.716 -1.849 0.37 0.50 0.19 -0.007
H 3.135 -0.821 -1.808 -0.48 -0.08 -0.15 0.000
C -3.244 -0.941 1.768 -0.33 -0.08 -0.04 0.006
C -2.919 1.525 0.268 -0.11 -0.12 0.36 -0.003
H -0.112 1.988 -0.919 -0.04 -0.62 0.79 -0.019
H -0.455 3.224 -1.701 -0.24 -0.06 -0.19 -0.006
H 1.222 2.415 -2.181 0.07 -0.01 -0.17 -0.004
H 2.290 2.351 -3.281 0.06 0.25 1.04 0.000
H -0.113 -1.796 1.027 -0.60 -0.91 -0.81 0.203
H -0.472 1.277 0.392 0.02 0.59 -1.06 0.227
H 3.982 -1.817 0.529 0.12 -0.04 -0.03 0.005
H 2.967 -1.683 2.021 0.08 -0.27 -0.45 0.004
H 2.372 -2.628 0.623 0.16 -0.02 0.02 -0.007
H 4.087 0.979 0.948 -0.45 0.30 0.07 0.009
H 2.743 2.054 0.345 0.15 -0.46 0.38 -0.003
H 2.646 1.313 2.009 0.29 0.15 -0.29 -0.001
H -3.981 1.484 0.010 0.03 0.16 0.10 0.006
H -2.757 2.035 1.230 -0.16 0.00 -0.31 0.001
H -2.341 2.030 -0.511 -0.31 -0.14 0.12 -0.007
H -4.300 -0.990 1.467 0.20 0.04 0.12 0.008
H -2.854 -1.949 1.958 -0.07 0.31 0.01 -0.001
H -3.132 -0.346 2.681 -0.04 -0.20 -0.11 0.002
F 1.153 1.712 4.457 0.61 1.00 -0.16 0.063
Te -0.020 0.214 4.197 1.00 -0.29 3.72 0.642
F 0.381 -0.391 5.941 0.41 -0.64 1.95 0.085
F -1.517 1.187 4.897 -0.86 0.44 0.18 0.055
F 1.532 -0.768 3.563 1.09 -0.66 -0.96 0.056
F -1.067 -1.346 3.945 -1.24 -1.45 -0.58 0.046
O -0.443 0.851 2.531 -1.05 1.37 -4.91 0.696